Formula: C27H46GeKNO7S4
Source: the Open Molecules 2025 dataset
Level of theory: wB97M-V/def2-TZVPD

Calculated values
* frontier orbital gap (alpha / beta): 6.00 / 4.61 eV
* expectation value of S²: 0.754
* LUMO level (alpha / beta): 1.46 / 0.06 eV

Structure (ORCA input):
```
! RIJCOSX wB97M-V def2-TZVPD def2/J DEFGRID3
* xyz -1 2
K 0.492 0.740 0.262
C -1.437 -3.325 -0.752
C -1.613 -3.054 0.741
S -0.192 -2.320 1.589
C 1.118 -3.533 1.266
C 2.512 -2.904 1.258
S 2.839 -1.743 -0.087
C 2.699 -2.889 -1.478
C 2.956 -2.168 -2.798
S 1.823 -0.821 -3.235
C 0.462 -1.692 -4.050
C -0.374 -2.637 -3.189
S -0.725 -1.887 -1.585
H -2.409 -3.581 -1.183
H -0.777 -4.180 -0.917
H -1.918 -3.977 1.238
H -2.410 -2.322 0.891
H 0.919 -4.008 0.306
H 1.075 -4.308 2.034
H 3.253 -3.707 1.227
H 2.691 -2.343 2.176
H 1.713 -3.355 -1.489
H 3.448 -3.678 -1.365
H 2.978 -2.884 -3.623
H 3.936 -1.687 -2.763
H 0.842 -2.239 -4.916
H -0.165 -0.882 -4.428
H 0.166 -3.572 -3.020
H -1.302 -2.879 -3.713
C 0.182 3.942 -0.783
C -0.608 3.180 -1.842
C -1.596 4.096 -2.556
C 0.347 2.533 -2.840
O -1.360 2.082 -1.280
Ge -2.569 2.121 0.010
O -3.497 0.599 -0.112
C -4.459 0.269 -1.120
C -5.761 1.001 -0.818
C -3.939 0.620 -2.509
C -4.648 -1.239 -0.999
O -1.645 1.906 1.492
C -2.079 1.877 2.864
C -2.352 0.422 3.226
C -3.333 2.725 3.039
C -0.920 2.439 3.674
H 0.635 4.816 -1.255
H 1.012 3.368 -0.361
H -0.466 4.295 0.023
H -1.068 4.895 -3.079
H -2.284 4.555 -1.841
H -2.178 3.529 -3.285
H 0.879 3.307 -3.395
H -0.206 1.911 -3.546
H 1.100 1.922 -2.337
H -5.624 2.083 -0.894
H -6.096 0.769 0.194
H -6.542 0.707 -1.522
H -3.825 1.699 -2.630
H -4.639 0.266 -3.270
H -2.966 0.155 -2.670
H -4.978 -1.497 0.009
H -3.700 -1.740 -1.198
H -5.392 -1.595 -1.715
H -3.133 0.012 2.582
H -2.669 0.337 4.267
H -1.444 -0.169 3.096
H -4.167 2.318 2.458
H -3.146 3.752 2.718
H -3.633 2.743 4.087
H -0.011 1.866 3.491
H -1.149 2.399 4.741
H -0.727 3.476 3.396
O 6.417 0.588 4.882
C 5.430 -0.136 5.107
O 5.270 -1.035 5.963
C 4.209 0.103 4.192
C 3.011 -0.569 4.428
C 1.947 -0.359 3.575
N 2.001 0.434 2.495
C 3.139 1.113 2.290
C 4.245 0.982 3.123
C 3.119 2.063 1.089
O 3.239 3.273 1.321
O 2.902 1.510 -0.030
H 2.958 -1.242 5.273
H 0.998 -0.862 3.748
H 5.146 1.555 2.948
*
```



Formula: C4H11N3S
Source: the Open Molecules 2025 dataset
Level of theory: wB97M-V/def2-TZVPD

Calculated values
* frontier orbital gap: 9.66 eV
* LUMO level: 0.62 eV

Structure (ORCA input):
```
! RIJCOSX wB97M-V def2-TZVPD def2/J DEFGRID3
* xyz 0 1
C -0.225 -1.350 0.608
C 1.083 0.727 -0.156
C -0.009 0.125 1.027
C -1.408 0.796 0.683
N 1.661 -1.151 -1.764
N 1.556 1.363 -2.613
N -0.963 -2.100 -0.150
S 0.642 0.445 -1.850
H 1.235 -2.095 -2.220
H 0.481 -1.917 1.205
H 1.190 1.915 0.013
H 2.024 0.233 0.031
H 0.483 0.281 1.978
H -1.649 0.707 -0.300
H -1.084 1.920 0.650
H -2.126 0.531 1.420
H 2.325 -0.770 -2.445
H 1.080 1.640 -3.432
H -1.520 -1.724 -0.876
*
```



Formula: C4H7EuO3
Source: the Open Molecules 2025 dataset
Level of theory: wB97M-V/def2-TZVPD

Calculated values
* frontier orbital gap (alpha / beta): 5.82 / 8.46 eV
* expectation value of S²: 20.014
* LUMO level (alpha / beta): -0.12 / -0.32 eV

Structure (ORCA input):
```
! RIJCOSX wB97M-V def2-TZVPD def2/J DEFGRID3
* xyz 0 9
O 1.910 1.754 -0.109
C 2.372 0.505 0.136
C 1.398 -0.579 -0.189
O 0.144 -0.212 0.369
C -1.054 -0.794 -0.153
C -2.187 0.172 0.196
O -1.866 1.482 -0.148
Eu -0.008 2.132 0.047
H 3.085 0.401 0.971
H 1.290 -1.006 -1.200
H -1.208 -1.793 0.280
H -0.949 -0.884 -1.247
H -2.399 0.077 1.281
H -3.092 -0.186 -0.332
H 2.564 -1.069 0.098
*
```



Formula: C46H46AsF6HgN3O2P2S2
Source: the Open Molecules 2025 dataset
Level of theory: wB97M-V/def2-TZVPD

Calculated values
* frontier orbital gap: 7.22 eV
* LUMO level: -0.93 eV

Structure (ORCA input):
```
! RIJCOSX wB97M-V def2-TZVPD def2/J DEFGRID3
* xyz 0 1
Hg -1.019 -0.133 0.835
N -1.235 0.920 3.239
C -0.038 1.724 3.505
C 0.581 2.311 2.226
O 1.162 3.394 2.311
O 0.469 1.620 1.160
H -2.048 1.509 3.099
H -1.447 0.304 4.014
H 0.721 1.069 3.942
H -0.210 2.544 4.203
S -0.471 0.859 -1.859
C -0.819 2.310 -1.107
N 0.004 3.329 -0.979
C -0.490 4.608 -0.487
C -1.855 4.835 -1.087
N -2.726 3.729 -0.686
C -4.103 4.081 -0.317
C -4.138 4.951 0.915
C -4.639 6.245 0.853
C -4.649 7.051 1.984
C -4.148 6.567 3.182
C -3.644 5.274 3.250
C -3.642 4.469 2.124
C -2.220 2.517 -0.531
S -3.052 1.263 0.215
C 1.449 3.228 -1.199
C 1.878 4.055 -2.382
C 2.704 5.159 -2.212
C 3.082 5.931 -3.304
C 2.630 5.605 -4.573
C 1.803 4.502 -4.750
C 1.430 3.731 -3.662
H 0.200 5.382 -0.819
H -0.517 4.607 0.607
H -1.796 4.899 -2.177
H -2.292 5.754 -0.699
H -4.656 3.156 -0.171
H -4.540 4.610 -1.167
H -5.029 6.625 -0.085
H -5.044 8.056 1.926
H -4.151 7.195 4.064
H -3.256 4.893 4.186
H -3.262 3.455 2.174
H 1.674 2.173 -1.330
H 1.920 3.554 -0.269
H 3.058 5.411 -1.219
H 3.728 6.788 -3.161
H 2.923 6.205 -5.425
H 1.454 4.240 -5.741
H 0.792 2.864 -3.796
C -0.012 -3.570 0.066
C -0.049 -3.209 -1.409
As 0.098 -4.736 -2.670
C -1.232 -5.956 -1.939
C -2.412 -5.489 -1.366
C -3.382 -6.383 -0.929
C -3.185 -7.748 -1.074
C -2.022 -8.220 -1.667
C -1.054 -7.329 -2.103
C 1.727 -5.472 -1.864
C 1.749 -6.378 -0.806
C 2.954 -6.775 -0.242
C 4.153 -6.267 -0.724
C 4.143 -5.370 -1.782
C 2.937 -4.984 -2.352
P 0.216 -2.186 1.229
C -0.015 -2.981 2.834
C -1.108 -2.660 3.631
C -1.322 -3.345 4.820
C -0.453 -4.350 5.211
C 0.629 -4.688 4.407
C 0.845 -4.013 3.219
C 1.939 -1.608 1.163
C 2.775 -1.629 2.276
C 4.046 -1.075 2.207
C 4.494 -0.496 1.030
C 3.658 -0.453 -0.077
C 2.385 -0.992 -0.007
H 0.791 -4.274 0.294
H -0.954 -4.021 0.384
H 0.807 -2.597 -1.694
H -0.952 -2.645 -1.651
H -2.602 -4.429 -1.255
H -4.284 -5.996 -0.474
H -3.940 -8.444 -0.730
H -1.868 -9.285 -1.793
H -0.148 -7.708 -2.565
H 0.820 -6.781 -0.419
H 2.956 -7.484 0.577
H 5.091 -6.577 -0.282
H 5.074 -4.976 -2.170
H 2.938 -4.292 -3.187
H -1.820 -1.919 3.298
H -2.186 -3.104 5.426
H -0.625 -4.885 6.136
H 1.299 -5.485 4.702
H 1.685 -4.289 2.590
H 2.438 -2.066 3.206
H 4.684 -1.093 3.081
H 5.484 -0.062 0.981
H 3.989 0.021 -0.992
H 1.724 -0.884 -0.857
F -2.888 -2.178 -0.204
P -4.098 -2.448 0.876
F -4.723 -3.554 -0.103
F -5.233 -2.699 1.973
F -3.415 -1.305 1.857
F -4.963 -1.288 0.178
F -3.151 -3.569 1.575
*
```



Formula: C5H5ClF2
Source: the Open Molecules 2025 dataset
Level of theory: wB97M-V/def2-TZVPD

Calculated values
* frontier orbital gap: 11.11 eV
* LUMO level: 0.73 eV
* SMILES string: F[C@H]1C=C[C@](F)(Cl)C1

Structure (ORCA input):
```
! RIJCOSX wB97M-V def2-TZVPD def2/J DEFGRID3
* xyz 0 1
F -2.405 -0.583 0.373
C -1.132 -0.509 -0.227
C -0.728 0.745 -0.868
C 0.556 1.085 -0.613
C 1.138 0.181 0.399
F 1.768 0.836 1.307
Cl 2.307 -0.934 -0.445
C -0.068 -0.640 0.910
H -0.930 -1.325 -0.877
H -1.305 1.268 -1.679
H 1.150 1.892 -1.088
H -0.513 -0.271 1.831
H 0.161 -1.745 0.976
*
```



Formula: C23H18N2O4
Source: the Open Molecules 2025 dataset
Level of theory: wB97M-V/def2-TZVPD

Calculated values
* frontier orbital gap: 7.65 eV
* LUMO level: -0.62 eV
* SMILES string: O=C(COC(=O)c1cc(-c2ccco2)nc2ccccc12)NCc1ccccc1

Structure (ORCA input):
```
! RIJCOSX wB97M-V def2-TZVPD def2/J DEFGRID3
* xyz 0 1
O -1.827 -3.222 3.136
C -1.334 -2.573 2.240
C -1.919 -2.611 0.827
O -1.243 -1.723 -0.052
C -0.996 -2.150 -1.306
O -1.329 -3.235 -1.708
C -0.275 -1.105 -2.080
C -0.408 0.212 -1.712
C 0.257 1.216 -2.456
C 0.126 2.606 -2.077
C 0.643 3.738 -2.660
C 0.200 4.822 -1.874
C -0.549 4.277 -0.874
O -0.601 2.944 -0.985
N 1.006 0.944 -3.501
C 1.158 -0.334 -3.881
C 1.975 -0.590 -5.003
C 2.176 -1.870 -5.435
C 1.574 -2.946 -4.764
C 0.775 -2.734 -3.673
C 0.537 -1.428 -3.205
N -0.246 -1.795 2.370
C 0.388 -1.542 3.650
C 0.061 -0.154 4.137
C 0.984 0.877 4.037
C 0.654 2.156 4.453
C -0.605 2.414 4.966
C -1.534 1.391 5.063
C -1.203 0.113 4.650
H -2.976 -2.331 0.883
H -1.860 -3.635 0.438
H -1.024 0.499 -0.875
H 1.255 3.766 -3.536
H 0.407 5.860 -2.029
H -1.078 4.720 -0.052
H 2.428 0.256 -5.495
H 2.802 -2.064 -6.294
H 1.746 -3.952 -5.116
H 0.309 -3.565 -3.169
H 0.032 -1.223 1.587
H 1.469 -1.671 3.542
H -0.002 -2.294 4.340
H 1.969 0.678 3.637
H 1.381 2.951 4.375
H -0.862 3.411 5.292
H -2.517 1.589 5.464
H -1.923 -0.689 4.723
*
```



Formula: C4H10ClNS
Source: the Open Molecules 2025 dataset
Level of theory: wB97M-V/def2-TZVPD

Calculated values
* frontier orbital gap: 10.14 eV
* LUMO level: 0.76 eV
* SMILES string: C[C@@H]1[C@@H](N)[C@H]1S.Cl

Structure (ORCA input):
```
! RIJCOSX wB97M-V def2-TZVPD def2/J DEFGRID3
* xyz 0 1
C 2.231 -1.057 -0.251
C 0.945 -0.287 -0.430
C 0.640 0.920 0.389
N 0.098 2.099 -0.223
C -0.140 -0.370 0.623
S -1.866 -0.406 0.165
H 2.120 -2.097 -0.572
H 2.541 -1.063 0.801
H 3.041 -0.606 -0.834
H 0.577 -0.242 -1.455
H 1.356 1.156 1.175
H -0.505 1.846 -1.000
H -0.484 2.601 0.444
H 0.099 -0.923 1.531
H -1.865 -1.596 -0.465
Cl -5.013 -0.037 -0.106
H -3.775 0.062 0.208
*
```



Formula: C23H28AuIN5O2
Source: the Open Molecules 2025 dataset
Level of theory: wB97M-V/def2-TZVPD

Calculated values
* frontier orbital gap (alpha / beta): 7.38 / 5.34 eV
* expectation value of S²: 2.028
* LUMO level (alpha / beta): -8.80 / -10.86 eV

Structure (ORCA input):
```
! RIJCOSX wB97M-V def2-TZVPD def2/J DEFGRID3
* xyz 3 3
Au 0.073 0.250 0.345
C -0.979 0.943 -4.365
C -0.332 -0.332 -4.034
N -0.261 -1.221 -5.010
C 0.269 -2.403 -4.705
C 0.800 -2.802 -3.419
C 1.519 -4.151 -3.412
O 1.106 -4.876 -2.286
C 0.617 -1.914 -2.381
C 1.049 -2.291 -1.053
N 0.961 -1.627 0.039
C 1.679 -2.170 1.127
C 3.107 -2.152 1.048
C 3.883 -2.635 2.087
C 3.248 -3.093 3.259
C 1.865 -3.098 3.303
C 1.061 -2.650 2.275
I -1.033 -2.965 2.544
C 0.083 -0.617 -2.665
O -0.138 0.272 -1.830
H -0.410 1.300 -5.229
H -0.941 1.693 -3.582
H -1.990 0.784 -4.715
H 0.325 -3.163 -5.482
H 2.621 -3.927 -3.438
H 1.338 -4.676 -4.351
H 1.614 -5.700 -2.290
H 1.602 -3.219 -0.966
H 3.535 -1.767 0.138
H 4.944 -2.663 2.016
H 3.846 -3.307 4.140
H 1.386 -3.424 4.233
N -3.380 4.213 -0.825
C -2.015 4.614 -0.289
C -1.038 3.442 -0.406
N -1.483 2.277 0.294
C -2.819 1.914 -0.261
C -3.871 2.981 -0.075
H -3.354 4.005 -1.836
H -4.048 4.966 -0.731
H -2.223 4.916 0.730
H -1.669 5.523 -0.810
H -0.047 3.797 -0.036
H -0.950 3.180 -1.449
H -1.620 2.447 1.301
H -3.129 0.931 0.213
H -2.621 1.669 -1.317
H -4.029 3.273 0.952
H -4.803 2.710 -0.548
C 0.836 1.279 5.101
C -0.489 1.265 4.593
C -0.694 0.927 3.279
N 0.321 0.574 2.467
C 1.553 0.549 2.967
C 1.882 0.905 4.278
H 1.030 1.620 6.100
H -1.326 1.543 5.224
H -1.707 0.866 2.869
H 2.337 0.295 2.277
H 2.905 0.921 4.599
*
```



Energy relative to the best compared isomer or geometry (same formula, charge and spin), respectively: 0.000, 4.679, 1.566, 0.000, 0.395, 0.784, 0.000, 0.000 eV.